Entry from the OMol25 dataset: a structure of composition C22H20Br2Cl3N4OPt (ωB97M-V/def2-TZVPD).

Output
2S+1 = 3
Largest force on an atom = 0.01745 Eh/bohr
Orbital gap (alpha / beta) = 6.2 / 6.0 eV
ΔE to the lowest compared entry with this formula, charge and spin = 0.0 kJ/mol
Total charge = +1
E_HOMO (alpha / beta) = -10.181 / -10.242 eV
Electronic energy = -212038.527 eV

Last column: Mulliken spin population.
Positions of all 53 atoms, in Å:
Pt 0.09563 0.03302 -0.01571  1.397
Cl 5.37759 4.72979 0.23010  0.002
C 3.85499 3.95482 -0.00247  0.016
C 3.80165 2.58571 -0.18532  -0.015
C 2.56596 2.00056 -0.37665  -0.008
Cl 2.44425 0.27660 -0.56789  0.100
C 1.34090 2.70016 -0.39845  0.028
O 0.19244 2.13123 -0.60083  0.148
C 1.46340 4.09866 -0.18219  0.021
Cl 0.01294 5.02161 -0.14807  0.002
C 2.68525 4.70711 0.00501  -0.006
H 4.70844 1.99615 -0.18010  0.002
H 2.73288 5.77550 0.16561  0.000
Br -6.58102 0.26565 1.04230  -0.001
C -4.72308 0.22222 0.74202  -0.005
C -4.22821 0.19371 -0.55420  0.009
C -2.85967 0.11507 -0.71368  0.005
N -2.01540 0.03864 0.31560  0.101
C -2.48231 0.12459 1.56918  0.019
C -3.84548 0.22091 1.81288  0.003
C -1.47181 0.09847 2.64742  -0.012
C -1.80458 0.07793 3.99521  0.006
C -0.79029 0.05293 4.93820  -0.008
Br -1.21601 0.00073 6.77080  -0.001
C 0.53483 0.06798 4.52961  0.007
C 0.78131 0.09614 3.17015  -0.017
N -0.18644 0.09723 2.26155  0.118
H -4.88936 0.23749 -1.40681  0.000
H -2.42014 0.11083 -1.70273  0.000
H -4.22896 0.30489 2.81817  0.001
H -2.83244 0.08468 4.32496  0.001
H 1.34638 0.06356 5.24179  0.001
H 1.79682 0.12416 2.79340  -0.001
C -0.77950 -2.91064 1.09642  -0.015
C -0.76466 -4.46446 1.02670  0.006
N 0.02748 -4.89500 -0.11516  0.002
C 1.39229 -4.40913 0.02637  0.004
C 1.39122 -2.85404 0.05518  0.004
N 0.00069 -2.35800 -0.02867  0.077
C -0.59479 -2.82132 -1.29847  0.003
C -0.55871 -4.37816 -1.34319  0.008
H -0.34085 -2.55066 2.02765  0.002
H -1.79821 -2.52841 1.02663  0.002
H -1.77460 -4.86152 0.91855  -0.001
H -0.33380 -4.89148 1.93269  -0.001
H 1.98310 -4.78282 -0.81020  0.000
H 1.81577 -4.81916 0.94350  -0.001
H 1.94698 -2.45140 -0.79275  0.000
H 1.83857 -2.46588 0.97214  0.001
H -0.03012 -2.38378 -2.12333  0.002
H -1.61945 -2.45009 -1.35228  -0.006
H 0.03318 -4.73134 -2.18777  -0.001
H -1.56453 -4.78631 -1.44678  -0.001